1.
C21H23N2NiO8SSe2 | ωB97M-V/def2-TZVPD

Last column: Mulliken spin population.
CARTESIAN COORDINATES (ANGSTROEM)
Ni 0.199 0.273 0.210  1.694
C 3.184 2.463 5.095  0.000
Se 1.458 1.794 4.491  0.000
C 1.111 3.181 3.166  -0.001
C 2.141 3.244 2.056  0.004
Se 2.437 1.535 1.138  0.043
C 2.837 2.330 -0.588  -0.003
H 3.097 3.497 5.421  0.000
H 3.929 2.376 4.306  0.000
H 3.492 1.848 5.938  0.000
H 1.067 4.137 3.690  0.000
H 0.125 2.948 2.784  0.000
H 3.107 3.574 2.443  0.001
H 1.822 3.952 1.290  -0.001
H 3.679 3.014 -0.494  0.001
H 1.947 2.845 -0.944  0.002
H 3.086 1.503 -1.246  -0.001
N -1.416 -0.710 -0.547  0.093
C -1.594 -1.925 0.032  -0.021
C -2.456 -2.923 -0.408  0.001
C -2.609 -4.125 0.298  0.002
C -1.910 -4.389 1.448  0.002
C -0.975 -3.434 1.907  0.002
C -0.153 -3.630 3.040  -0.002
C 0.777 -2.692 3.384  0.004
C 0.909 -1.539 2.588  0.001
N 0.151 -1.320 1.545  0.052
C -0.803 -2.228 1.197  0.019
H -1.662 -0.731 -1.531  -0.011
H -2.484 0.657 -0.269  0.003
H -3.036 -2.749 -1.307  0.001
H -3.310 -4.861 -0.079  0.000
H -2.042 -5.315 1.992  0.000
H -0.268 -4.538 3.621  0.000
H 1.422 -2.822 4.242  0.000
H 1.652 -0.786 2.818  -0.001
O -1.888 3.656 0.786  0.004
S -1.499 2.321 0.445  -0.009
O -1.065 1.468 1.572  0.037
O -0.444 2.220 -0.591  0.031
O -2.775 1.613 -0.147  -0.001
O 2.584 -1.917 -2.340  0.004
C 1.715 -1.115 -2.015  -0.002
O 1.680 -0.472 -0.905  0.050
C 0.569 -0.867 -2.972  -0.001
C 0.034 -1.941 -3.670  0.003
C -1.063 -1.787 -4.525  0.000
C -1.562 -0.516 -4.663  0.000
O -2.603 -0.086 -5.455  0.000
C -2.796 1.283 -5.103  0.000
O -1.672 1.713 -4.354  0.000
C -1.010 0.562 -3.994  -0.001
C 0.046 0.423 -3.132  0.003
H 0.482 -2.914 -3.527  0.000
H -1.497 -2.623 -5.055  0.000
H -3.703 1.378 -4.493  0.000
H -2.874 1.879 -6.014  0.000
H 0.430 1.266 -2.574  -0.002

Cartesian forces (eV/Å) of the 3 atoms listed first:
-0.02 -0.05 0.14
0.00 -0.05 -0.05
0.04 0.05 0.03

Properties
- spin multiplicity = 3
- charge = -1
- largest force on an atom (eV/Å) = 0.283
- HOMO-LUMO gap (spin up / spin down) (eV) = 6.9 / 6.9
- ⟨S²⟩ = 2.005
- DFT total energy (eV) = -224086.081

***

2.
C5H4N | ωB97M-V/def2-TZVPD

Last column: Mulliken spin population.
CARTESIAN COORDINATES (ANGSTROEM)
C -0.533 1.590 1.843  0.558
C 0.345 0.689 1.261  0.783
C -0.776 0.890 -0.479  0.425
C -0.830 1.803 0.557  0.270
C 0.579 -1.192 -0.425  0.012
N -0.044 -0.057 0.198  -0.055
H -0.898 0.833 -1.476  0.017
H 0.053 -2.129 0.105  -0.003
H 0.500 -1.229 -1.548  -0.001
H 1.603 -1.196 -0.036  -0.006

Cartesian forces (eV/Å) of the 3 atoms listed first:
0.31 2.00 -1.22
-1.88 -0.38 1.56
1.36 -3.07 2.36

Properties
- spin multiplicity = 3
- charge = +1
- largest force on an atom (eV/Å) = 4.248
- HOMO-LUMO gap (spin up / spin down) (eV) = 8.1 / 7.6
- ⟨S²⟩ = 2.033
- DFT total energy (eV) = -6722.553

***

3.
C24H76N12O14 | ωB97M-V/def2-TZVPD

Last column: Mulliken charge in e.
CARTESIAN COORDINATES (ANGSTROEM)
C -2.305 2.629 -2.807  -0.537
O -2.241 3.768 -1.916  -0.591
H -1.365 2.467 -3.323  0.195
H -3.122 2.680 -3.526  0.457
H -2.506 1.680 -2.267  0.034
H -1.366 3.864 -1.506  0.168
C -2.448 -2.026 2.965  -1.049
O -1.472 -1.535 2.075  -0.171
H -1.889 -2.481 3.801  0.281
H -2.982 -2.810 2.518  0.368
H -3.161 -1.266 3.344  0.330
H -1.757 -1.839 1.191  -0.230
C 1.791 2.670 -1.917  -0.645
O 0.578 3.009 -1.263  -0.583
H 1.639 2.094 -2.839  0.315
H 2.475 2.075 -1.317  -0.002
H 2.357 3.532 -2.213  0.413
H 0.205 2.186 -0.910  -0.134
C 4.669 0.982 1.636  0.167
O 3.477 1.368 1.148  -0.435
N 5.659 0.446 0.976  -0.490
N 4.942 0.978 2.895  -0.281
H 5.369 -0.043 0.125  0.200
H 6.521 0.063 1.368  0.209
H 4.259 1.092 3.588  0.199
H 5.876 0.645 3.239  0.229
C 2.454 4.776 1.089  -0.025
O 2.438 5.759 0.108  -0.737
N 2.903 4.977 2.279  -0.309
N 1.809 3.693 1.035  1.545
H 3.793 5.639 2.214  0.314
H 3.031 4.125 2.786  0.292
H 1.181 3.575 0.238  -0.764
H 2.194 2.757 1.322  -0.357
C 1.096 1.694 3.448  0.217
O 2.355 2.275 3.670  -0.820
N 0.800 0.623 4.033  -0.196
N 0.235 2.213 2.623  -0.066
H 1.533 0.250 4.628  0.342
H -0.007 0.015 3.702  0.061
H 0.515 3.106 2.189  -0.047
H -0.749 1.906 2.483  0.333
C -3.147 1.721 1.960  -0.252
O -4.085 2.559 2.570  -0.793
N -3.111 1.405 0.752  -0.196
N -2.183 1.063 2.540  0.524
H -3.710 2.065 0.198  0.401
H -3.547 0.513 0.552  0.063
H -2.137 1.118 3.557  0.415
H -1.903 0.125 2.199  -0.214
C -0.172 0.095 -0.542  1.905
O -1.083 -0.563 -1.335  -0.953
N 1.100 -0.118 -0.527  1.389
N -0.524 1.015 0.261  2.927
H 1.444 -0.897 -1.098  -0.353
H 1.707 0.270 0.155  -0.657
H -1.587 1.099 0.414  -1.411
H 0.046 1.424 1.048  -1.063
C -4.087 -2.044 -0.151  -0.019
O -4.447 -0.734 0.228  -0.893
N -4.920 -3.015 -0.197  -0.158
N -2.854 -2.359 -0.510  0.284
H -5.948 -2.767 -0.239  0.382
H -4.628 -3.971 -0.497  0.253
H -2.207 -1.660 -0.961  -0.272
H -2.719 -3.288 -0.896  0.219
C -1.580 4.512 1.287  -0.200
C -0.848 5.816 1.244  0.656
C -0.645 6.328 -0.191  -0.829
O -1.364 6.705 1.962  -0.565
H -0.982 3.836 0.741  -0.687
H -2.510 4.511 0.714  0.881
H -1.764 4.246 2.350  0.325
H 0.147 5.611 1.684  -0.410
H 0.152 7.062 -0.287  0.276
H -1.489 6.867 -0.665  0.306
H -0.319 5.477 -0.797  -0.023
H -2.272 6.643 1.703  0.503
C 2.945 -3.344 -3.775  -1.652
C 2.369 -2.115 -3.132  0.715
C 1.044 -1.702 -3.736  -1.455
O 2.410 -2.015 -1.903  -0.397
H 3.030 -3.381 -4.821  0.471
H 2.370 -4.228 -3.559  0.242
H 3.986 -3.523 -3.447  0.360
H 3.035 -1.322 -3.350  0.407
H 0.673 -0.696 -3.398  0.032
H 0.294 -2.460 -3.630  0.239
H 1.180 -1.639 -4.794  0.658
H 3.309 -1.769 -1.676  0.150
C 0.167 -3.449 -0.483  -0.423
C 0.910 -4.652 -1.005  0.199
C 0.916 -5.752 0.092  -1.577
O 0.365 -5.335 -1.930  -0.580
H 0.864 -2.899 0.112  -0.206
H -0.763 -3.747 -0.065  1.340
H -0.102 -2.846 -1.331  -0.431
H 1.870 -4.414 -1.395  0.237
H -0.075 -6.104 0.357  0.331
H 1.476 -5.455 0.968  0.156
H 1.551 -6.535 -0.221  0.619
H 0.808 -6.162 -2.048  0.432
C 4.050 -2.452 3.152  -1.533
C 2.560 -2.588 3.008  0.047
C 2.047 -1.473 2.076  0.955
O 2.223 -3.661 2.481  -0.554
H 4.395 -3.290 3.738  0.488
H 4.380 -1.521 3.646  0.277
H 4.543 -2.517 2.192  0.287
H 2.038 -2.516 3.935  0.410
H 2.529 -1.625 1.080  0.107
H 2.271 -0.552 2.554  0.031
H 0.963 -1.525 1.875  -0.699
H 1.288 -3.728 2.336  0.282
C -3.188 -2.218 -4.655  -0.952
C -4.363 -2.031 -3.725  0.486
C -4.267 -0.681 -3.008  -0.568
O -5.467 -2.309 -4.238  -0.550
H -3.194 -1.571 -5.622  0.259
H -3.212 -3.262 -4.957  0.407
H -2.293 -2.067 -3.996  -0.029
H -4.319 -2.786 -3.001  0.158
H -5.033 -0.779 -2.243  0.316
H -4.480 0.140 -3.737  0.493
H -3.344 -0.481 -2.530  -0.396
H -5.369 -3.243 -4.330  0.453

Cartesian forces (eV/Å) of the 3 atoms listed first:
0.28 -0.47 1.22
-0.63 -0.57 -0.64
0.21 0.18 -0.28

Properties
- charge = 0
- largest force on an atom (eV/Å) = 12.062
- HOMO-LUMO gap (eV) = 7.8
- DFT total energy (eV) = -72658.262